Entry P
2 unconnected molecules or ions with the total composition C4H6O, computed with ωB97M-V/def2-TZVPD.

## Properties
LUMO energy	0.0396	Eh
multiplicity	1
orbital gap	11.003	eV
SMILES string	CC=O.C#C

Element x y z (Å)
C1 -1.165 0.357 0.280
C2 2.856 -0.044 -0.474
C3 -1.076 -0.967 -0.375
C4 2.257 -0.900 0.100
O1 -0.768 -1.926 0.230
H1 -1.912 1.092 -0.183
H2 -1.573 0.309 1.249
H3 3.337 0.747 -0.966
H4 -0.098 0.612 0.240
H5 -1.246 -1.040 -1.473
H6 1.593 -1.379 0.776

***

Entry Q
A single C4H6O molecule, computed with ωB97M-V/def2-TZVPD.

## Properties
LUMO energy	0.0453	Eh
multiplicity	1
orbital gap	11.130	eV
SMILES string	C1C[C@H]2O[C@@H]12

Element x y z (Å)
C1 -0.698 0.765 -0.151
C2 -0.709 -0.797 -0.018
C3 0.804 -0.723 0.300
O1 1.364 -0.194 -0.890
C4 0.808 0.721 0.053
H1 -1.241 1.240 0.674
H2 -1.004 1.217 -1.100
H3 -1.360 -1.181 0.767
H4 -0.953 -1.288 -0.973
H5 1.521 -1.246 0.949
H6 1.496 1.495 0.374

***

It is entry Q that is most stable; the runner-up trails by 81.1 kJ/mol.

***

Entry P
2 unconnected molecules or ions with the total composition C4H6O, computed with ωB97M-V/def2-TZVPD.

## Properties
LUMO energy	0.0345	Eh
multiplicity	1
orbital gap	10.386	eV
SMILES string	CC=O.C#C

Element x y z (Å)
C1 1.701 0.533 0.519
C2 -2.353 -0.025 -0.348
C3 1.749 -0.966 0.050
C4 -1.544 -0.830 0.013
O1 0.703 -1.303 -0.415
H1 2.609 0.800 1.092
H2 1.512 1.108 -0.406
H3 -2.879 0.734 -0.734
H4 0.547 0.861 1.062
H5 2.716 -1.536 -0.014
H6 -1.293 -1.654 0.460

***

Entry Q
A single C4H6O molecule, computed with ωB97M-V/def2-TZVPD.

## Properties
LUMO energy	0.0357	Eh
multiplicity	1
orbital gap	11.154	eV
SMILES string	C#CCCO

Element x y z (Å)
O1 -1.097 -1.119 0.978
C1 -1.154 -0.525 -0.301
C2 -0.259 0.705 -0.324
C3 1.105 0.431 0.106
C4 2.271 0.288 0.376
H1 -0.172 -1.106 1.230
H2 -0.857 -1.240 -1.085
H3 -2.177 -0.201 -0.506
H4 -0.206 1.114 -1.338
H5 -0.699 1.464 0.332
H6 3.332 0.275 0.493

***

Entry R
A single C4H6O molecule, computed with ωB97M-V/def2-TZVPD.

## Properties
LUMO energy	0.0406	Eh
multiplicity	1
orbital gap	10.138	eV
SMILES string	C1=CCOC1

Element x y z (Å)
C1 0.446 0.352 1.069
C2 0.575 -0.273 -1.148
C3 -0.889 -0.171 -0.722
C4 -0.942 0.135 0.607
H1 0.859 -0.342 1.837
H2 0.485 1.386 1.627
H3 0.873 0.169 -2.037
H4 0.863 -1.350 -1.204
H5 -1.778 -0.539 -1.289
H6 -1.777 0.255 1.377
O1 1.285 0.378 -0.118

***

It is entry R that is most stable; the runner-up trails by 46.2 kJ/mol.